No. 1
{"formula": "C6H11N", "method": "ωB97M-V with the def2-TZVPD basis set", "species": ["C", "C", "C", "N", "C", "C", "C", "H", "H", "H", "H", "H", "H", "H", "H", "H", "H", "H"], "coordinates": [[-3.045, -0.826, 0.249], [-2.759, 0.491, 0.309], [-1.343, 0.867, -0.081], [-0.272, 0.227, 0.712], [1.058, 0.405, 0.341], [1.938, -0.583, 0.134], [3.262, -0.480, -0.562], [-2.193, -1.412, -0.075], [-4.057, -1.198, 0.143], [-3.470, 1.305, 0.247], [-1.211, 0.453, -1.081], [-1.155, 1.952, -0.177], [-0.564, 0.324, 1.673], [1.343, 1.352, -0.127], [1.642, -1.565, 0.494], [3.149, 0.277, -1.347], [4.089, -0.137, 0.072], [3.587, -1.453, -0.922]], "e_homo_ha": -0.3026, "homo_lumo_gap_ev": 9.34}



No. 2
{"formula": "C4H26NO12", "method": "ωB97M-V with the def2-TZVPD basis set", "species": ["C", "O", "C", "C", "C", "O", "O", "N", "H", "H", "H", "H", "H", "H", "H", "H", "H", "H", "O", "H", "H", "O", "H", "H", "O", "H", "H", "O", "H", "H", "O", "H", "H", "O", "H", "H", "O", "H", "H", "O", "H", "H", "O"], "coordinates": [[2.104, -1.422, -0.881], [2.286, -0.168, -1.505], [1.062, -1.474, 0.231], [0.970, -2.924, 0.748], [-0.017, -3.020, 1.847], [0.210, -2.172, 2.888], [-0.964, -3.762, 1.835], [-0.234, -1.092, -0.271], [1.833, -2.161, -1.647], [3.095, -1.674, -0.494], [1.375, -0.805, 1.032], [1.969, -3.343, 0.912], [0.677, -3.580, -0.076], [-0.577, -1.648, 3.116], [-0.417, -1.181, -1.263], [-0.562, -0.184, 0.021], [3.805, 1.458, -0.708], [3.273, 2.130, 0.521], [4.102, 1.968, 0.054], [1.458, 2.294, 1.902], [1.285, 0.896, 2.425], [1.949, 1.513, 2.129], [-1.683, 0.660, 3.301], [-2.023, -0.207, 2.104], [-1.907, -0.251, 3.058], [0.134, 2.875, -0.637], [1.472, 0.145, -1.917], [-0.133, 1.977, -0.403], [-1.179, 2.927, 2.474], [-0.660, 2.137, 1.200], [-0.656, 2.170, 2.196], [-3.805, 0.096, -1.074], [-3.190, 0.205, -2.505], [-3.927, -0.116, -2.001], [-2.910, 1.912, 0.469], [-1.573, 1.933, -0.431], [-2.628, 1.785, -0.442], [-1.586, -1.066, -3.340], [-0.277, -0.355, -3.500], [-0.661, -1.255, -3.525], [0.057, 1.756, -2.051], [-1.248, 1.498, -2.828], [-0.297, 1.526, -2.962]], "e_homo_ha": -0.2259, "homo_lumo_gap_ev": 8.65, "charge": -1}



No. 3
{"formula": "F8N4O16S8Sr", "method": "ωB97M-V with the def2-TZVPD basis set", "species": ["Sr", "N", "S", "O", "O", "F", "S", "O", "O", "F", "N", "S", "O", "O", "F", "S", "O", "O", "F", "N", "S", "O", "O", "F", "S", "O", "O", "F", "N", "S", "O", "O", "F", "S", "O", "O", "F"], "coordinates": [[-18.506, -11.789, -13.782], [-19.335, -9.948, -15.083], [-19.912, -8.538, -14.845], [-21.339, -8.358, -14.788], [-19.073, -7.417, -15.151], [-19.672, -8.692, -13.216], [-19.285, -9.703, -16.792], [-17.952, -9.431, -17.198], [-20.397, -9.111, -17.468], [-19.486, -11.241, -17.201], [-18.613, -13.654, -15.318], [-17.345, -13.654, -16.583], [-17.700, -13.354, -17.947], [-16.180, -14.420, -16.272], [-16.842, -12.220, -16.106], [-19.134, -15.026, -15.815], [-18.463, -16.251, -15.448], [-19.756, -15.032, -17.123], [-20.473, -15.119, -14.919], [-19.431, -12.831, -11.766], [-19.106, -12.572, -10.192], [-18.292, -13.534, -9.476], [-20.153, -11.892, -9.508], [-17.996, -11.439, -10.437], [-20.192, -14.198, -11.658], [-21.254, -14.357, -10.688], [-19.468, -15.321, -12.188], [-21.081, -13.812, -12.965], [-16.276, -11.159, -13.135], [-14.618, -11.599, -13.494], [-13.943, -12.181, -12.372], [-13.841, -11.021, -14.562], [-15.081, -12.947, -14.251], [-15.846, -9.637, -13.090], [-15.843, -8.948, -14.361], [-14.824, -9.224, -12.171], [-17.175, -9.032, -12.416]], "e_homo_ha": -0.2217, "homo_lumo_gap_ev": 10.18, "charge": -2}



No. 4
{"formula": "C46H46F6InN3O11S", "method": "ωB97M-V with the def2-TZVPD basis set", "species": ["In", "C", "O", "C", "O", "N", "N", "H", "H", "H", "H", "H", "H", "C", "C", "C", "C", "C", "C", "C", "S", "O", "O", "N", "C", "C", "O", "O", "H", "H", "H", "H", "H", "H", "H", "H", "H", "C", "C", "C", "O", "C", "C", "O", "C", "O", "C", "C", "C", "C", "C", "C", "C", "C", "C", "C", "C", "C", "C", "O", "C", "C", "C", "C", "C", "C", "C", "C", "C", "C", "C", "C", "H", "H", "H", "H", "H", "H", "H", "H", "H", "H", "H", "H", "H", "H", "H", "H", "H", "H", "H", "H", "H", "H", "H", "H", "H", "H", "H", "H", "C", "C", "O", "C", "F", "F", "F", "C", "F", "F", "F", "H", "H", "H"], "coordinates": [[1.153, -0.122, 0.027], [3.560, -0.029, 3.753], [3.921, 1.189, 3.099], [2.964, 1.801, 2.384], [1.804, 1.445, 2.312], [3.472, 2.923, 1.804], [2.717, 3.638, 0.862], [3.317, 0.191, 4.795], [4.426, -0.682, 3.694], [2.731, -0.510, 3.244], [4.465, 2.927, 1.643], [2.376, 2.968, 0.166], [1.911, 4.005, 1.349], [3.467, -3.864, -7.079], [2.667, -3.548, -5.843], [2.011, -2.331, -5.704], [1.300, -2.025, -4.551], [1.235, -2.948, -3.520], [1.871, -4.177, -3.647], [2.580, -4.469, -4.801], [0.449, -2.528, -1.969], [-0.446, -1.433, -2.277], [-0.092, -3.772, -1.477], [1.648, -1.949, -1.109], [2.342, -2.889, -0.227], [2.976, -2.226, 1.006], [3.803, -2.887, 1.633], [2.593, -1.043, 1.323], [3.337, -3.093, -7.838], [3.168, -4.821, -7.514], [4.533, -3.928, -6.849], [2.062, -1.602, -6.506], [0.793, -1.077, -4.443], [1.792, -4.896, -2.842], [3.076, -5.430, -4.897], [3.155, -3.405, -0.749], [1.655, -3.646, 0.159], [-5.143, 1.780, 1.789], [-3.841, 1.181, 2.294], [-3.857, 1.023, 3.810], [-3.632, -0.049, 1.631], [-2.319, -0.108, 1.052], [-1.698, 1.267, 1.360], [-2.772, 2.021, 1.932], [-1.155, 2.069, 0.149], [-0.035, 1.486, -0.416], [-0.760, 3.495, 0.583], [-0.321, 4.354, -0.427], [0.077, 5.649, -0.147], [0.052, 6.120, 1.161], [-0.348, 5.266, 2.177], [-0.746, 3.962, 1.891], [-2.260, 2.186, -0.918], [-2.224, 1.347, -2.026], [-3.213, 1.417, -2.998], [-4.247, 2.336, -2.885], [-4.282, 3.188, -1.787], [-3.296, 3.110, -0.814], [-1.526, -1.343, 1.542], [-0.289, -1.356, 0.946], [-1.435, -1.373, 3.075], [-0.312, -0.856, 3.711], [-0.226, -0.846, 5.098], [-1.247, -1.385, 5.868], [-2.357, -1.936, 5.240], [-2.449, -1.923, 3.857], [-2.224, -2.641, 1.088], [-3.394, -2.701, 0.345], [-3.906, -3.926, -0.077], [-3.256, -5.106, 0.242], [-2.080, -5.054, 0.983], [-1.574, -3.836, 1.395], [-5.984, 1.175, 2.134], [-5.136, 1.799, 0.701], [-5.257, 2.797, 2.169], [-4.550, 0.233, 4.104], [-4.175, 1.965, 4.262], [-2.865, 0.772, 4.178], [-2.419, -0.240, -0.028], [-0.872, 1.173, 2.076], [-0.280, 3.979, -1.443], [0.424, 6.290, -0.950], [0.369, 7.131, 1.388], [-0.344, 5.608, 3.206], [-1.044, 3.315, 2.703], [-1.410, 0.638, -2.117], [-3.171, 0.745, -3.848], [-5.018, 2.393, -3.645], [-5.079, 3.916, -1.689], [-3.326, 3.780, 0.037], [0.493, -0.466, 3.102], [0.649, -0.424, 5.576], [-1.174, -1.388, 6.950], [-3.157, -2.369, 5.830], [-3.319, -2.347, 3.369], [-3.925, -1.796, 0.083], [-4.815, -3.948, -0.667], [-3.651, -6.057, -0.095], [-1.544, -5.966, 1.218], [-0.638, -3.789, 1.939], [4.139, -0.235, -2.182], [3.521, 1.118, -1.791], [2.839, 1.104, -0.620], [2.586, 1.587, -2.933], [2.100, 2.823, -2.760], [1.532, 0.761, -3.018], [3.186, 1.578, -4.153], [4.694, 2.128, -1.655], [5.447, 1.819, -0.583], [4.315, 3.403, -1.510], [5.534, 2.109, -2.725], [3.340, -0.960, -2.318], [4.756, -0.566, -1.346], [4.743, -0.172, -3.086]], "e_homo_ha": -0.1316, "homo_lumo_gap_ev": 7.62, "charge": -2}



The relative energy (zero: lowest compared OMol25 entry of this formula, charge and spin) results, record by record, are as follows: 2.426; 0.924; 4.029; 0.000 eV.